Density functional theory data (wB97M-V/def2-TZVPD) for the molecule C3H5N3O.

Last column: Löwdin charge in e.
Element x y z (Å)
O (-0.29, 2.30, -0.96)  0.0750
C (0.06, 1.29, -0.36)  -0.4176
C (-0.68, 0.57, 0.78)  -0.1720
N (-0.96, -0.74, 0.45)  -0.0728
N (0.21, -1.61, 0.28)  0.0407
C (1.09, -1.03, -0.42)  -0.1711
N (0.56, 0.18, -1.00)  0.0886
H (-1.70, 1.00, 0.89)  0.1480
H (0.04, 0.41, 1.65)  0.1412
H (-1.39, -1.39, 1.04)  0.0924
H (1.96, -1.67, -0.74)  0.1358
H (1.10, 0.70, -1.62)  0.1118

Values from the calculation:
ΔE to the lowest compared entry with this formula, charge and spin   90.91 kcal per mole
HOMO   -9.3 eV
Molecular weight   99.093 u
Lowest unoccupied orbital energy   0.6 eV
E   -356.712502 Ha
Gap between HOMO and LUMO   9.92 eV